Below is a 2-piece molecular cluster, C2H6P2 overall in a non-equilibrium geometry, with properties calculated with the ωB97M-V functional and the def2-TZVPD basis.

CARTESIAN COORDINATES (ANGSTROEM)
1 H 0.4266 0.6215 -2.7699
2 H -1.8738 -0.0755 -3.0411
3 H 0.6156 -1.1092 0.7328
4 H -0.0197 1.4270 2.6975
5 C 0.4550 0.8354 1.8874
6 C 0.1973 -0.4603 1.6702
7 P 0.7590 -0.5708 -2.0855
8 P -1.1682 -1.1736 -2.5891
9 H -0.5688 -0.9378 2.1959
10 H 1.1771 1.4432 1.3017

Atoms 1-2, force components in eV/Å:
H 0.558 0.458 0.330
H 0.189 1.050 -0.454

The LUMO energy is -1.1 eV. As for the relative energy (zero: lowest compared OMol25 entry of this formula, charge and spin): 32.1 kcal per mole. Its HOMO energy is -9.3 eV. The calculation puts the gap between HOMO and LUMO at 8.23 eV.

***

Below is C60H131AgClF4N10O8S4 as an isolated structure in a non-equilibrium geometry, with properties calculated with the ωB97M-V functional and the def2-TZVPD basis.

CARTESIAN COORDINATES (ANGSTROEM)
1 C -1.7619 3.4512 4.3600
2 H 1.1279 -1.4330 -7.7396
3 H 0.4069 -2.0639 -2.5212
4 H -0.6780 -0.5519 -6.9000
5 H 6.4173 -4.7268 -2.2403
6 C 0.6106 -1.1322 5.5169
7 O -4.1613 0.2259 1.5465
8 H -1.0253 -1.3731 -10.2892
9 C 1.6244 -2.5440 3.7570
10 H 2.1734 -3.6573 -8.6928
11 H -4.3322 2.3860 -4.2373
12 O 2.1903 4.9328 -2.6592
13 N -0.8090 -2.1472 -8.2442
14 C -1.1249 -1.5428 -6.8194
15 F 0.9382 0.8753 -2.5190
16 Ag -0.3950 1.6418 -0.1012
17 H 9.6750 -7.2388 -0.7150
18 C -2.8876 1.3142 -5.6229
19 H 6.6368 -6.2515 -0.5687
20 H 3.0233 -2.3844 -0.4871
21 H 1.6913 4.8302 -5.9368
22 H -9.3730 -1.8953 6.6972
23 H 2.8447 5.6823 1.1800
24 C -8.7275 -2.2549 7.4986
25 C 2.5092 -0.7764 6.9102
26 F -2.0017 -0.7422 1.3761
27 H -3.9722 4.3246 -5.6069
28 H 6.5391 6.3281 2.3281
29 O -0.3648 4.9622 -2.9938
30 H -1.7231 2.3621 4.3785
31 S -3.8333 0.9168 -1.3238
32 C -1.0691 -1.8101 -4.1720
33 H -2.2543 6.3461 1.2509
34 H -9.1972 -4.2661 6.8639
35 H -0.5933 3.9692 1.6082
36 H 2.3633 -1.3688 7.8135
37 H -5.1039 3.5668 3.2981
38 C 3.4559 -1.7754 -1.2809
39 H -2.9221 1.1969 -7.8624
40 H -2.5584 -2.9725 3.8422
41 C 6.7653 -3.9221 -1.5927
42 H -2.4702 -1.2882 -9.1750
43 C 7.1319 -5.5975 0.1492
44 H 0.6177 0.0704 7.2964
45 H 6.4363 -5.1554 0.8625
46 H 4.9645 7.0026 2.4529
47 H 6.2009 3.7350 -0.6281
48 C -3.2871 1.7789 -7.0161
49 H -3.3302 3.6887 -9.0982
50 H 3.1834 0.0711 7.0341
51 H 6.4901 6.2534 -0.0922
52 H -1.0822 5.2395 -8.3020
53 H -2.6185 2.3590 -3.8570
54 F 0.6804 5.3717 -0.7612
55 H 1.2276 5.6584 -8.1522
56 H -9.3131 -2.1517 8.4121
57 H 2.4549 -3.2159 3.5403
58 H 1.4289 -3.8050 -7.1954
59 H 3.8988 -0.9479 -0.7267
60 H -2.2732 4.2797 -5.1658
61 H -1.6672 5.0442 5.9084
62 Cl 0.7280 1.1329 2.4615
63 C 1.2769 -0.1383 6.4538
64 C 5.4951 6.4004 0.3279
65 H 5.0338 -1.8240 -2.7347
66 F -3.5049 2.3896 -1.6779
67 C -0.5045 -2.2380 -5.6080
68 C 4.6271 -2.5177 -1.9988
69 C -1.3966 -1.1402 -9.2912
70 H 1.5021 0.8303 6.0077
71 S 1.0081 2.3886 -3.0751
72 H 8.5799 -5.7515 -2.1236
73 H -6.4309 -4.5218 6.4138
74 H -1.0668 2.6981 -8.1535
75 C 0.8791 4.6666 -7.8643
76 H 0.1346 -3.7640 5.7602
77 C -3.5127 4.1127 -8.1108
78 H -4.3343 2.3636 4.2476
79 H 3.3540 -1.0401 5.0386
80 C -1.0215 3.3362 6.8796
81 H -3.3549 0.3717 -5.3376
82 H 1.1622 -3.3623 7.0685
83 H -0.5634 -3.8707 -0.0308
84 H -8.1590 -4.3762 8.2399
85 H 0.0323 -5.4564 -8.4405
86 H -1.1059 -4.7514 1.5143
87 H 6.2120 7.9381 1.7474
88 H -7.2765 -1.0912 8.5115
89 H -0.7171 -3.3043 -5.6838
90 H 0.5819 -2.1608 -5.5627
91 H -4.3731 1.8708 -7.0323
92 C -2.7164 3.3402 2.0154
93 H -7.3730 -3.5143 5.3533
94 H 10.2801 -5.9172 0.3131
95 H -0.9285 1.8317 8.4463
96 H -4.5797 3.9936 -7.9226
97 C 0.3840 -3.1028 1.7487
98 C 5.2205 3.9334 -0.2210
99 H -2.9191 3.9726 6.2409
100 N 4.7078 5.0999 0.2855
101 C 2.9378 -1.7256 5.7768
102 N 4.2827 2.9194 -0.2245
103 H -0.7996 3.6477 3.8871
104 H -0.3456 -1.5493 5.8330
105 H 4.9465 7.1087 -0.2928
106 H 7.5780 -3.0489 0.9083
107 C 5.8137 6.9238 1.7740
108 H 8.9128 -2.6775 -0.4592
109 H -0.4207 -2.3281 3.4705
110 O -5.1658 1.1264 -0.6938
111 N 7.8187 -4.4156 -0.5743
112 H 0.1272 -4.0462 3.6333
113 H 2.8312 4.0945 -7.0604
114 H -0.7407 4.1078 7.5965
115 S -3.2909 -0.2638 0.4619
116 C -4.4156 -2.9757 5.1396
117 C 1.1837 -3.6069 -8.2389
118 H 3.4185 1.2629 -0.9382
119 C 4.4355 1.6331 -0.8092
120 H -6.3246 -3.3884 8.8131
121 H 3.6571 -2.4599 6.1397
122 H -0.9207 -0.7393 -4.0327
123 H -5.2993 -2.0719 8.8928
124 H 4.8570 1.7053 -1.8119
125 C 1.7796 4.1423 -6.7778
126 H 0.0993 -4.4216 -9.8812
127 H 8.0125 -7.4137 0.9383
128 H 5.1137 1.0477 -0.1884
129 C 8.9670 -5.1633 -1.2916
130 N 1.6312 -2.2636 5.2563
131 H 1.3170 -3.5626 1.4229
132 H 1.8593 -1.5767 3.3129
133 H -1.6769 -3.9408 -7.4360
134 O -0.0809 2.4077 -3.9872
135 C -1.2055 3.2855 -7.2458
136 H -5.9692 -1.4010 5.1368
137 C -1.6288 4.2663 1.4423
138 C -2.9296 5.4748 3.1872
139 C -4.2985 3.4289 4.0196
140 H 4.2318 -3.3463 -2.5864
141 C -3.1065 3.6689 -5.5133
142 O -3.8167 0.2787 -2.6037
143 H 8.5443 -6.0232 1.7180
144 H -3.9804 -2.0948 3.3122
145 C -0.6452 4.6859 -7.4710
146 H -2.0465 -3.7012 -9.1434
147 C 0.7006 -2.1689 -8.4208
148 H -2.7216 5.9843 4.1281
149 N -2.5319 0.7858 -0.2600
150 C 8.4095 -3.3242 0.2596
151 C -7.4072 -1.4809 7.5020
152 H -0.8018 5.3268 -6.6033
153 C -0.4436 -2.5414 -3.0079
154 C -5.2973 -1.9065 5.8304
155 C -1.9537 5.6290 2.0147
156 H -0.7707 2.8472 -6.3476
157 H -1.8430 1.0330 -5.4898
158 H -4.5139 4.1404 4.8168
159 H -3.9512 5.6645 2.8578
160 C -5.5604 -2.8876 8.2187
161 H 2.2638 2.9214 0.3876
162 C 1.1747 -3.5348 5.9923
163 C 3.1464 3.5439 0.3873
164 H -3.9104 -3.5048 5.9477
165 H -3.2669 5.1746 -8.1199
166 H -4.7325 -1.0467 6.1907
167 S 0.8400 4.5198 -2.1999
168 C 8.3079 -6.3878 0.7184
169 C 3.3780 4.8888 0.6776
170 C 0.0240 -4.4253 -8.7938
171 H -2.0641 -0.6111 3.7864
172 H -1.6910 -3.2592 1.2259
173 H -1.0645 -0.1215 -9.0908
174 H -1.6640 1.1764 7.0135
175 C -7.1390 -3.6932 6.4028
176 C -1.9079 3.9837 5.8343
177 H -5.0674 -3.6223 4.5521
178 H 1.0074 -1.7906 -9.3960
179 H -0.2617 -3.5953 -3.2185
180 H -2.1971 -1.3463 -6.8168
181 C 5.5940 -3.0812 -0.9508
182 C -0.7803 -3.8274 1.0365
183 C -1.2571 -3.6358 -8.3946
184 H 0.3817 -2.0632 1.4210
185 H -4.7000 -3.5444 8.0903
186 H -2.6076 2.2557 2.0141
187 O 2.3693 2.4416 -3.6829
188 H -3.4246 -0.0285 4.6837
189 C 0.3319 -3.0680 3.1981
190 H 9.7239 -4.4774 -1.6719
191 H -1.1543 -2.5053 -2.1822
192 C -8.3352 -3.7940 7.3354
193 H 1.0231 4.0281 -8.7359
194 C -3.3350 2.4237 -4.6758
195 H 1.4201 3.1296 -6.5953
196 H 5.8211 -2.3912 -0.1382
197 N -6.2899 -2.4658 6.9176
198 C -3.3479 -2.2992 4.1761
199 H -2.5843 2.2373 7.9961
200 H 9.1568 -3.7758 0.9120
201 H -3.5655 3.4522 1.3412
202 O -3.4838 -1.5676 -0.1504
203 N -2.7891 3.2461 -7.0170
204 H 0.5034 -0.5855 4.5801
205 H 2.7505 -1.3208 -1.9766
206 N -2.9778 3.9329 3.4266
207 H -0.9884 6.0384 2.3125
208 N 0.8449 2.9148 -1.6376
209 H -7.3788 -0.6994 6.7427
210 H -0.0260 3.0960 6.5063
211 C 9.4467 -6.2561 -0.3023
212 H -1.5948 4.2317 0.3534
213 H -2.2851 -0.9252 5.5653
214 H 7.3873 -3.3023 -2.2385
215 C -2.7561 -0.8836 4.5832
216 H 1.7704 -4.3566 5.5951
217 C -1.5771 2.0859 7.6080
218 H 4.9664 -3.7924 -0.4138
219 H -2.1492 -1.9503 -4.2145

Atoms 1-2, force components in eV/Å:
C -1.234 0.203 0.941
H -0.002 -0.222 0.250

The total charge is +5. The LUMO energy is -8.4 eV. Its HOMO energy is -17.4 eV. The calculation puts the gap between HOMO and LUMO at 8.94 eV.

***

Below is a 2-piece molecular cluster, C3H4S3 overall in a non-equilibrium geometry, with properties calculated with the ωB97M-V functional and the def2-TZVPD basis.

CARTESIAN COORDINATES (ANGSTROEM)
1 C -0.1490 0.6471 -0.4629
2 S 1.6122 0.8747 -0.8711
3 H -2.1043 1.4978 0.0144
4 H 0.8401 -2.0482 1.2383
5 H -1.0114 0.0846 -1.7809
6 S -0.9412 2.1033 -0.0191
7 H -1.1428 -0.6124 0.9914
8 C 0.8120 -1.2963 0.5030
9 C -0.2477 -0.4142 0.5157
10 S 2.3321 -0.8363 -0.1289

Atoms 1-2, force components in eV/Å:
C -0.587 -2.168 -3.370
S -1.092 1.891 -0.791

The LUMO energy is 0.2 eV. As for the relative energy (zero: lowest compared OMol25 entry of this formula, charge and spin): 75.6 kcal per mole. Its HOMO energy is -7.8 eV. The calculation puts the gap between HOMO and LUMO at 7.93 eV.